Entry 1:
Density functional theory data (ωB97M-V/def2-TZVPD) for a single HNO3P2 molecule at a distorted geometry.

Properties
- Energy above the lowest of the compared OMol25 structures with the same formula, charge and spin: 1.1 kcal per mole
- Kohn-Sham gap (spin up / spin down): 0.26480 / 0.28264 hartree
- Largest force on an atom: 3.19 eV/Å

Last column: natural (NBO) charge in e.
Positions of all 7 atoms, in Å:
N (-1.963, -1.517, -0.604)  0.17
O (-2.404, -1.821, -1.617)  -0.05
O (-0.453, -1.505, 1.584)  -1.04
O (-0.167, -3.264, -0.416)  -1.02
P (-0.232, -1.907, 0.170)  1.85
P (0.633, -0.276, -0.923)  0.12
H (-0.354, 0.505, -0.299)  -0.03


Entry 2:
Density functional theory data (ωB97M-V/def2-TZVPD) for a molecular structure, HNO3P2 at a distorted geometry.

Properties
- Energy above the lowest of the compared OMol25 structures with the same formula, charge and spin: 5.9 kcal per mole
- Kohn-Sham gap (spin up / spin down): 0.30148 / 0.30149 hartree
- Largest force on an atom: 2.30 eV/Å

Last column: natural (NBO) charge in e.
Positions of all 7 atoms, in Å:
N (0.522, 0.590, -1.397)  0.16
O (0.150, -0.235, -2.213)  -0.33
O (1.336, 1.619, -1.810)  -0.63
O (2.275, 3.541, -0.585)  -0.98
P (0.968, 3.037, -0.977)  1.50
P (0.423, 0.671, 0.321)  0.30
H (-0.149, -0.654, 0.495)  -0.01


Question: Which value of largest force on an atom does entry 1 give?
Answer: 3.19 eV/Å